(1)
ORCA calculation (wB97M-V/def2-TZVPD) on a molecular structure, C39H35BrN4O2P2PtTe.

XYZ file:
```
85
Properties=species:S:1:pos:R:3:mulliken_charge:R:1
Pt -0.7554 -0.0772 0.0178 1.192
C -4.7295 0.8780 1.4055 -1.698
C -3.4816 0.3261 0.7982 0.622
N -2.3674 0.9805 0.8082 0.764
O -2.4008 2.2107 1.4362 -0.747
C -3.4705 -0.9545 0.1189 0.529
C -4.6887 -1.7947 -0.0823 -1.910
N -2.3031 -1.3151 -0.3857 0.829
O -2.1695 -2.3593 -1.0801 -0.742
H -4.4948 1.5614 2.2161 0.457
H -5.3661 0.0754 1.7692 0.366
H -5.2886 1.4318 0.6475 0.270
H -1.5555 2.6379 1.1876 0.347
H -5.3922 -1.3339 -0.7804 0.297
H -5.2160 -1.9695 0.8566 0.430
H -4.3797 -2.7515 -0.4953 0.370
Te 3.6287 -2.2892 0.9713 0.176
C 4.5906 -3.4714 -0.5095 -0.095
C 4.0998 -4.7344 -0.8116 -0.154
C 4.7007 -5.4561 -1.8355 -0.530
N 5.7268 -5.0055 -2.5512 -0.655
C 6.2047 -3.8041 -2.2353 -0.494
C 5.6833 -3.0058 -1.2270 0.160
C 2.4817 -1.1596 -0.3693 -0.377
P 3.0061 0.3178 -1.0500 -0.687
C 4.8096 0.2840 -1.2982 1.158
C 5.5028 0.1786 -2.5027 -0.174
C 6.8906 0.2036 -2.5174 -0.860
C 7.6063 0.3294 -1.3366 -0.540
C 6.9259 0.4593 -0.1345 -0.871
C 5.5406 0.4507 -0.1186 -0.208
C 2.0599 1.0658 -2.2613 0.980
C 2.5036 1.0245 -3.6267 -1.081
C 2.0484 1.8877 -4.5575 -1.025
C 1.1995 2.9940 -4.1762 -0.967
C 0.6944 3.0576 -2.9428 -0.929
C 0.8817 1.9634 -1.9318 1.927
P 0.7876 -1.5412 -0.7297 -0.138
C 0.4497 -3.1443 0.0527 0.874
C 0.5333 -4.3388 -0.6495 -0.610
C 0.2955 -5.5435 -0.0030 -0.746
C -0.0230 -5.5592 1.3463 -0.591
C -0.1156 -4.3652 2.0491 -0.822
C 0.1150 -3.1629 1.4039 -0.624
C 0.7771 -1.8086 -2.5285 0.871
C -0.2960 -1.3660 -3.2937 -0.349
C -0.2796 -1.5266 -4.6707 -0.777
C 0.8019 -2.1391 -5.2883 -0.771
C 1.8717 -2.5923 -4.5279 -0.808
C 1.8630 -2.4208 -3.1514 0.163
H 3.2511 -5.1449 -0.2802 0.518
H 4.3304 -6.4412 -2.0965 0.387
H 7.0507 -3.4570 -2.8184 0.410
H 6.1291 -2.0435 -1.0151 0.448
H 4.9855 0.0709 -3.4408 0.246
H 7.4112 0.1172 -3.4622 0.423
H 8.6880 0.3388 -1.3539 0.390
H 7.4700 0.5777 0.7927 0.409
H 5.0209 0.5783 0.8231 0.393
H 3.1482 0.2187 -3.9455 0.351
H 2.3356 1.7631 -5.5932 0.461
H 0.9768 3.7675 -4.8994 0.429
H 0.0544 3.8842 -2.6692 0.303
H -0.0499 1.3480 -1.9877 -0.332
H 0.7657 -4.3332 -1.7070 0.447
H 0.3507 -6.4712 -0.5580 0.467
H -0.2090 -6.4996 1.8485 0.404
H -0.3727 -4.3721 3.1001 0.452
H 0.0310 -2.2292 1.9496 0.345
H -1.1467 -0.9009 -2.8051 0.219
H -1.1135 -1.1729 -5.2621 0.444
H 0.8105 -2.2649 -6.3632 0.397
H 2.7149 -3.0779 -5.0025 0.496
H 2.7095 -2.7521 -2.5646 0.111
Br 1.3438 3.3983 3.8983 -0.230
C 0.9297 2.9427 2.1057 -0.710
C 0.2366 3.8901 1.2700 0.114
C 0.0885 3.6006 -0.0395 -1.821
C 0.9510 2.4588 -0.4900 0.532
N 0.7345 1.3148 0.4051 1.000
C 0.9601 1.6395 1.6996 -0.720
H -0.2397 4.7448 1.7344 0.450
H -0.5597 4.1770 -0.6844 0.084
H 1.9969 2.7776 -0.3146 0.253
H 1.0716 0.8246 2.4094 0.635
```

Results
LUMO energy (alpha / beta): -1.35 / -1.35 eV
HOMO level (alpha / beta): -6.864 / -6.863 eV
Max |F|: 0.9 eV Å⁻¹
Orbital gap (alpha / beta): 5.52 / 5.52 eV

***

(2)
ORCA calculation (wB97M-V/def2-TZVPD) on a molecular structure, C7H14BHfNO7S at a distorted geometry.

XYZ file:
```
32
Properties=species:S:1:pos:R:3:mulliken_charge:R:1
O 1.4939 2.1764 3.0842 -0.168
C 1.6935 1.7712 1.9214 0.179
C 1.7869 0.2838 1.3261 -0.496
C 1.3654 0.4798 -0.2485 0.619
C -0.2109 0.7867 -0.5126 -0.998
C -1.2035 -0.3751 -0.0110 -0.594
C -2.7056 0.2726 -0.0185 -0.815
S -3.9967 -0.8979 0.6060 1.182
O -3.6443 -1.5394 1.9244 -0.312
O -4.3970 -1.9409 -0.4181 -0.354
O -5.3739 0.0345 0.8932 -0.317
O 2.1283 -0.2363 -1.2621 -0.453
B 2.1062 -1.6613 -1.1131 0.278
O 2.7287 -2.4200 -0.0856 -0.354
O 1.3939 -2.4406 -2.2041 0.427
C 1.9912 2.0015 -0.4112 -0.867
N 1.8649 2.7898 0.8395 0.019
H 1.3298 -0.5857 1.9023 0.556
H 2.9324 0.1002 1.2859 0.425
H -0.4525 1.0090 -1.6041 0.482
H -0.4485 1.7178 0.1324 0.474
H -1.1370 -1.2958 -0.7092 0.230
H -0.9106 -0.7571 1.0393 0.458
H -2.9518 0.5804 -1.0902 0.393
H -2.6497 1.1833 0.6891 0.563
H -5.0380 0.9303 1.1524 0.421
H 1.9977 -2.9126 0.3730 0.382
H 2.1627 -2.6851 -2.8717 0.058
H 3.0187 1.8316 -0.8788 0.441
H 1.2953 2.4149 -1.2453 0.362
H 2.8506 3.0926 0.9877 0.459
Hf 0.9801 -3.7084 -3.4729 1.318
```

Results
LUMO energy: -19.88 eV
Charge: +4
HOMO level: -21.931 eV
Max |F|: 6.3 eV Å⁻¹
Orbital gap: 2.05 eV

***

(3)
ORCA calculation (wB97M-V/def2-TZVPD) on C22H29N3O3 in the gas phase.

XYZ file:
```
57
Properties=species:S:1:pos:R:3:mulliken_charge:R:1
C -0.4954 6.0613 -3.6839 -1.477
C -0.2881 5.5930 -2.2469 0.682
C 0.5541 6.6020 -1.4627 -1.359
O 0.3175 4.3131 -2.3323 -0.401
C 0.3759 3.5586 -1.1431 -0.456
C 1.7879 3.5207 -0.5461 -0.309
C 1.8419 2.6654 0.7196 -1.241
N 1.4831 1.2862 0.4704 0.235
C 2.3775 0.4444 -0.2735 -0.878
C 2.4333 -0.9648 0.3118 0.727
O 3.5045 -1.5195 0.4659 -0.651
N 1.2274 -1.5032 0.5824 0.274
C 0.0358 -0.6638 0.4677 0.352
C -1.1388 -1.1422 1.3328 -0.795
C -1.3450 -2.5925 1.1169 0.898
C -0.2760 -3.4010 0.8761 -0.546
N -0.7048 -4.6935 0.7045 0.077
C -2.0660 -4.7251 0.8316 -0.264
C -2.9523 -5.7896 0.7410 -0.906
C -4.2935 -5.5200 0.9123 -0.489
C -4.7481 -4.2233 1.1683 -0.675
C -3.8762 -3.1622 1.2607 -0.501
C -2.5139 -3.4053 1.0911 0.336
C 1.1541 -2.9648 0.8467 1.258
C 1.7963 -3.2489 2.2129 -1.748
C 1.8825 -3.7316 -0.2677 -1.970
C 0.2972 0.7995 0.8658 0.328
O -0.5268 1.4542 1.4732 -0.691
H -1.0727 5.3226 -4.2325 0.358
H 0.4681 6.1779 -4.1723 0.336
H -1.0231 7.0105 -3.6986 0.407
H -1.2693 5.4903 -1.7516 0.285
H 0.6234 6.3227 -0.4140 0.299
H 1.5553 6.6540 -1.8842 0.330
H 0.0949 7.5851 -1.5240 0.448
H 0.0719 2.5387 -1.4087 0.117
H -0.3370 3.9355 -0.4003 0.371
H 2.1119 4.5308 -0.2962 0.377
H 2.4726 3.1286 -1.3004 0.251
H 1.1266 3.0414 1.4551 0.417
H 2.8485 2.6951 1.1482 0.416
H 3.3857 0.8609 -0.2458 0.426
H 2.0646 0.3601 -1.3256 0.219
H -0.2895 -0.6557 -0.5876 -0.079
H -2.0214 -0.5600 1.0702 0.431
H -0.9131 -0.9327 2.3830 0.350
H -0.1212 -5.4908 0.5220 0.195
H -2.6018 -6.7922 0.5436 0.401
H -5.0101 -6.3253 0.8482 0.385
H -5.8078 -4.0582 1.2963 0.396
H -4.2324 -2.1630 1.4612 0.487
H 2.8430 -2.9602 2.1933 0.432
H 1.7225 -4.3080 2.4464 0.403
H 1.2835 -2.6845 2.9881 0.386
H 2.9167 -3.4118 -0.3372 0.533
H 1.8762 -4.7958 -0.0487 0.439
H 1.3901 -3.5631 -1.2237 0.375
```

Results
LUMO energy: 0.65 eV
SMILES: CC(C)OCCCN1CC(=O)N2[C@@H](Cc3c([nH]c4ccccc34)C2(C)C)C1=O
HOMO level: -7.888 eV
Max |F|: 0.8 eV Å⁻¹
Orbital gap: 8.54 eV

***

(4)
ORCA calculation (wB97M-V/def2-TZVPD) on a molecular structure, C37H40Cl2N8O2PdS2Si at a distorted geometry.

XYZ file:
```
93
Properties=species:S:1:pos:R:3:mulliken_charge:R:1
Pd 0.7270 1.1205 0.0307 0.221
C -2.8880 4.8815 0.5831 -1.181
Si -1.5682 6.1975 0.5319 0.130
C -1.4390 7.0294 2.1983 -1.086
C -2.0776 7.4680 -0.7457 -1.112
C 0.1607 5.6089 0.0206 0.226
C 1.0241 6.5939 -0.4510 -0.357
C 2.2730 6.2793 -0.9691 -0.991
C 2.6172 4.9433 -1.0258 -0.185
N 1.8492 3.9694 -0.5480 -0.091
C 0.6742 4.2958 -0.0104 0.635
S -0.2460 2.9890 0.7534 -0.279
H -3.8594 5.3814 0.5498 0.498
H -2.8409 4.2888 1.4951 0.312
H -2.8242 4.1959 -0.2607 0.387
H -2.3922 7.4882 2.4678 0.337
H -0.6785 7.8114 2.1976 0.342
H -1.1828 6.3098 2.9770 0.322
H -3.1102 7.7765 -0.5772 0.348
H -2.0103 7.0550 -1.7531 0.349
H -1.4597 8.3651 -0.7101 0.319
H 0.7137 7.6314 -0.4290 0.254
H 2.9473 7.0427 -1.3299 0.371
H 3.5583 4.6303 -1.4667 0.396
C 0.6479 -4.5944 -2.9814 -1.559
C 0.1359 -5.1075 -1.6412 0.754
C -1.2829 -4.6133 -1.3676 -1.160
C 1.0721 -4.7673 -0.4872 -1.169
N 1.0630 -3.3541 -0.1137 0.654
C 0.5708 -2.7674 0.9763 -0.047
N 0.8030 -1.4801 0.9055 -0.136
N 1.4664 -1.3092 -0.2571 0.370
N 1.6379 -2.4168 -0.8717 -1.058
H -0.0175 -4.9198 -3.7811 0.426
H 1.6489 -4.9677 -3.2014 0.431
H 0.6810 -3.5045 -2.9983 0.278
H 0.1320 -6.2035 -1.6667 0.399
H -1.3489 -3.5304 -1.4857 0.197
H -1.6170 -4.8686 -0.3579 0.255
H -1.9861 -5.0664 -2.0663 0.488
H 2.1059 -5.0291 -0.7130 0.406
H 0.7650 -5.3092 0.4087 0.396
H 0.0375 -3.2827 1.7548 0.371
Cl -4.7019 -2.6459 -2.3930 -0.161
C -4.8162 -3.9171 -1.2262 1.108
C -5.3905 -5.1183 -1.6111 -0.629
C -5.4439 -6.1684 -0.7092 -0.517
C -4.9230 -6.0185 0.5650 -0.513
C -4.3686 -4.8031 0.9308 0.755
Cl -3.7424 -4.6416 2.5445 -0.205
C -4.3044 -3.7180 0.0575 -1.449
N -3.7178 -2.5078 0.4728 0.461
C -4.4720 -1.3307 0.5429 0.972
C -5.8603 -1.3573 0.6253 -0.495
C -6.5835 -0.1799 0.7275 -0.674
C -5.9313 1.0427 0.7641 -0.930
C -4.5440 1.0626 0.7254 -0.415
C -3.7974 -0.1014 0.6225 -0.680
C -2.2886 -0.0226 0.7264 -0.253
C -1.5272 -0.3677 -0.5403 1.232
O -1.6357 -1.4712 -1.0632 -0.648
O -0.7541 0.5386 -1.0749 -1.092
H -5.7829 -5.2199 -2.6119 0.441
H -5.8921 -7.1071 -1.0021 0.374
H -4.9497 -6.8276 1.2804 0.460
H -2.8127 -2.3431 0.0198 -0.061
H -6.3772 -2.3090 0.6019 0.447
H -7.6632 -0.2242 0.7786 0.376
H -6.4885 1.9656 0.8400 0.403
H -4.0171 2.0072 0.7850 0.639
H -1.9490 -0.7137 1.5074 0.499
H -2.0180 0.9886 1.0351 -0.018
S 7.4971 1.5326 0.3815 -0.140
C 5.7171 1.4248 0.4167 0.181
C 4.9980 1.3294 -0.7671 -0.579
C 3.6198 1.2401 -0.7043 -0.281
N 2.9543 1.2349 0.4500 0.245
C 3.6392 1.3480 1.5824 -0.870
C 5.0198 1.4469 1.6147 -0.408
C 7.8739 -0.1962 0.6084 0.374
C 7.8613 -0.7757 1.8686 -0.179
C 8.1447 -2.1276 1.9787 -0.380
N 8.4391 -2.9089 0.9430 -0.578
C 8.4654 -2.3369 -0.2561 -0.338
C 8.1934 -0.9946 -0.4782 -0.200
H 5.5028 1.3199 -1.7220 0.488
H 3.0266 1.1619 -1.6083 0.444
H 3.0587 1.3623 2.4953 0.484
H 5.5367 1.5431 2.5581 0.432
H 7.6421 -0.1864 2.7483 0.326
H 8.1394 -2.6048 2.9513 0.354
H 8.7130 -2.9839 -1.0890 0.356
H 8.2284 -0.5812 -1.4764 0.383
```

Results
LUMO energy: -0.59 eV
HOMO level: -7.545 eV
Max |F|: 1.8 eV Å⁻¹
Orbital gap: 6.96 eV

***

(5)
ORCA calculation (wB97M-V/def2-TZVPD) on a molecular structure, C10H17N at a distorted geometry.

XYZ file:
```
28
Properties=species:S:1:pos:R:3:mulliken_charge:R:1
C -1.8573 -0.4179 0.2544 -0.419
C -0.6454 -0.0841 0.8446 0.299
C -0.2710 -0.8820 1.9298 -0.311
C -0.7801 -2.1665 2.0032 -0.118
C -1.8463 -2.4972 1.2625 -0.217
C -0.5003 2.8927 -2.0008 -0.964
C 0.6559 2.4127 -1.2249 -0.489
C 0.9929 0.9546 -1.2142 -0.230
C 2.4431 0.7400 -0.5798 -0.674
C 2.9578 -0.6264 -0.6883 -0.980
H -2.5966 0.2741 -0.2419 0.327
H -0.3695 0.9229 0.4905 0.350
H 0.3946 -0.5527 2.8817 0.224
H -0.2268 -2.9198 2.7101 0.250
H -2.1316 -3.5701 1.1109 0.328
H -0.5032 3.2582 -3.1247 0.320
H -1.3073 1.9851 -2.2659 0.180
H -1.0797 3.7534 -1.1246 0.203
H 0.6235 2.6588 -0.1329 0.311
H 1.5997 2.9096 -1.5804 0.360
H 0.3017 0.3250 -0.7342 -0.141
H 1.1615 0.6859 -2.3237 0.413
H 2.0790 0.7684 0.3897 0.290
H 3.1502 1.5344 -0.7299 0.525
H 2.8632 -0.9155 -1.7949 0.227
H 4.1492 -0.5724 -0.3018 0.273
H 2.2884 -1.3230 -0.2000 0.242
N -2.4702 -1.5968 0.4933 -0.580
```

Results
LUMO energy: 0.71 eV
HOMO level: -9.372 eV
Max |F|: 6.0 eV Å⁻¹
Orbital gap: 10.08 eV

***

(6)
ORCA calculation (wB97M-V/def2-TZVPD) on a molecular structure, C19H46Cl4F3O17P3V at a distorted geometry.

XYZ file:
```
93
Properties=species:S:1:pos:R:3:mulliken_charge:R:1
O -2.9740 1.1010 -2.0538 -0.664
V -2.7235 2.4642 -1.2349 1.398
O -3.8956 2.6975 -0.1923 -0.676
C 0.8882 2.2264 -1.9787 -0.288
C 0.2042 3.2869 -2.7742 -0.804
O -1.0845 3.5708 -2.3329 -0.816
H 0.9875 2.4568 -0.9172 0.033
H 1.9048 2.0827 -2.3681 0.493
H 0.3742 1.2724 -2.1245 -0.093
H 0.1532 2.9752 -3.8285 0.253
H 0.8833 4.1511 -2.8295 0.317
C -0.9468 0.9294 1.4111 0.794
O -1.1466 -0.3828 0.8444 -0.561
O -1.3442 1.7924 0.4464 -0.016
C -1.5789 0.8940 2.8063 0.733
F -2.9240 0.8864 2.8123 -0.242
F -1.1271 -0.1288 3.5715 -0.267
F -1.1932 1.9623 3.5694 -0.285
C -0.0096 -1.1037 0.3637 1.358
C -0.5787 -2.4278 -0.1540 -0.629
H -0.8109 -3.1122 0.6620 0.351
H -1.4163 -2.2781 -0.8320 0.327
H 0.1692 -2.9612 -0.7504 -0.665
H 0.6617 -1.2782 1.2053 0.053
H 0.4284 -0.6149 -0.5096 -0.480
H 0.1192 1.1205 1.5962 -0.491
C 6.2530 0.0371 0.7992 -0.931
O 4.8674 0.2137 1.0931 -0.150
P 4.1370 -0.9805 1.8929 0.805
O 4.9317 -2.1181 2.3570 -0.827
O 3.4349 -0.1132 3.0462 0.038
C 2.4762 -0.7040 3.8897 -0.819
O 2.8930 -1.2731 0.9588 -0.229
C 2.8502 -0.9820 -0.4328 -0.087
H 6.6453 -0.9689 0.9342 0.382
H 6.8412 0.7445 1.3864 0.247
H 6.3188 0.3353 -0.2500 0.314
H 1.4563 -0.4391 3.6056 0.169
H 2.7438 -0.5023 4.9271 0.328
H 2.4159 -1.7993 3.9106 0.367
H 2.4593 0.0239 -0.5891 0.304
H 2.2299 -1.7077 -0.9523 -0.312
H 3.8187 -1.0332 -0.9306 0.233
C 2.0504 -0.6084 -4.4489 -0.473
O 1.6986 -1.9852 -4.2367 -0.229
P 2.9035 -3.0460 -4.2693 0.895
O 3.6724 -3.1457 -5.5089 -0.736
O 3.7646 -2.5576 -2.9785 0.088
C 4.9416 -3.3481 -2.6556 -0.877
O 2.1468 -4.3706 -3.7954 -0.358
C 1.7122 -4.5085 -2.4553 -0.045
H 1.6284 -0.3535 -5.4227 0.394
H 3.0918 -0.2937 -4.4066 0.294
H 1.5230 0.1007 -3.8075 0.002
H 4.5822 -4.1690 -2.0345 0.338
H 5.5779 -2.7328 -2.0234 0.206
H 5.4373 -3.6676 -3.5690 0.376
H 1.8479 -3.6756 -1.7608 -0.433
H 2.1098 -5.3976 -1.9714 0.385
H 0.6189 -4.5015 -2.4679 0.314
C -4.1633 -2.5830 0.2290 -0.708
O -5.4700 -2.5163 0.8578 -0.357
P -6.7045 -2.3443 -0.1772 1.042
O -6.8196 -3.4678 -1.1620 -0.737
O -7.9008 -2.1217 0.8194 -0.319
C -9.2044 -2.5421 0.4568 -0.782
O -6.4284 -0.9173 -0.8192 -0.204
C -6.2502 0.2325 -0.0512 -0.593
H -4.1582 -3.0666 -0.7461 0.389
H -3.4895 -3.1692 0.8516 0.275
H -3.7768 -1.5650 0.2520 0.265
H -9.2473 -3.2994 -0.3256 0.351
H -9.9569 -1.7692 0.3018 0.291
H -9.6863 -3.0996 1.2679 0.266
H -7.1027 0.4630 0.5967 0.333
H -6.0417 1.1314 -0.6312 0.268
H -5.4471 0.3357 0.6882 0.192
Cl 1.6498 4.2062 2.9452 -0.205
C 2.6360 2.7965 2.4720 0.438
C 4.0863 3.0900 2.7947 0.077
Cl 4.3647 2.7014 4.5354 -0.219
H 2.4887 2.6729 1.4016 -0.065
H 2.2685 2.0146 3.1242 -0.282
H 4.5044 4.0855 2.6684 0.474
H 4.8031 2.4446 2.2880 -0.249
Cl -1.8419 7.1077 0.2843 -0.217
C -1.9018 5.4479 0.8812 0.298
C -1.5174 5.3542 2.3603 0.109
Cl -2.7058 6.2781 3.3044 -0.240
H -1.0966 4.9168 0.3700 -0.221
H -2.8508 4.9384 0.7310 0.117
H -0.5561 5.8521 2.4537 0.244
H -1.5835 4.3374 2.7355 -0.136
```

Results
LUMO energy: 1.72 eV
Charge: -1
HOMO level: -6.176 eV
Max |F|: 5.2 eV Å⁻¹
Orbital gap: 7.90 eV